Entry 1:
9
Properties=species:S:1:pos:R:3:nbo_charge:R:1 method="wB97M-V/def2-TZVPD" homo_energy_ev=-10.4 smiles=CCO lumo_energy_ev=1.1 molar_mass_g_mol=46.07 relative_energy_kj_mol=0.0
O 0.48 1.53 0.01 -0.714
C 0.20 -0.90 -0.12 -0.636
C -0.36 0.44 0.36 -0.062
H 0.24 -0.95 -1.22 0.198
H 1.21 -1.04 0.27 0.213
H -0.41 0.44 1.45 0.175
H -1.38 0.60 -0.02 0.153
H -0.43 -1.73 0.22 0.212
H 0.46 1.61 -0.95 0.460

=====

Entry 2:
8
Properties=species:S:1:pos:R:3:nbo_charge:R:1 method="wB97M-V/def2-TZVPD" homo_energy_ev="-9.7 / -9.6" lumo_energy_ev="-1.2 / -1.2" molar_mass_g_mol=82.06 relative_energy_kj_mol=375.9
O -1.75 0.68 -0.74 -0.412
N 1.36 -0.66 -1.32 -0.598
N -0.64 0.81 2.42 -0.231
C 0.40 -0.66 -0.60 0.229
C -0.75 0.42 -0.18 0.490
C -0.45 0.23 1.41 -0.089
H 0.16 -0.87 0.98 0.197
H 1.68 0.05 -1.97 0.414

=====

Entry 3:
71
Properties=species:S:1:pos:R:3:lowdin_charge:R:1 method="wB97M-V/def2-TZVPD" homo_energy_ev="-1.0 / -1.0" multiplicity=2 charge=-1 s2=0.7505 lumo_energy_ev="0.7 / 0.7" molar_mass_g_mol=733.16
Y -2.23 -2.05 1.93 1.402
Y 0.20 -3.17 -0.74 1.251
P -2.55 -4.37 3.68 -0.089
P -2.79 -3.60 -0.59 0.055
P 0.00 -0.56 0.56 0.077
O -0.02 -1.99 1.15 -0.528
O -1.69 -3.73 0.45 -0.504
O 1.94 4.27 -0.17 -0.172
O -3.49 -2.42 0.18 -0.457
O 0.22 -1.01 -0.93 -0.504
O -1.76 -3.23 -1.66 -0.505
O -3.77 -4.83 -0.79 -0.376
O 6.00 -1.27 1.60 -0.200
O -2.74 -5.63 2.81 -0.462
O -2.59 1.48 -4.34 -0.184
O 1.13 0.33 1.14 -0.368
O -2.78 -4.42 5.22 -0.513
O -1.29 -3.63 3.20 -0.517
O -1.50 -0.27 0.87 -0.449
O -3.55 -3.22 3.26 -0.537
N -2.34 -0.43 -2.21 0.219
N 3.22 -1.44 1.15 0.189
N 0.07 2.80 1.34 0.238
C -2.53 2.81 -4.82 -0.116
C -3.70 -0.21 -2.90 -0.245
C 2.99 4.76 -0.99 -0.087
C -4.94 -0.65 -2.09 -0.032
C 5.26 -2.21 2.28 -0.205
C -0.07 3.03 -0.23 -0.247
C -1.49 2.93 -0.79 -0.031
C -3.71 1.32 -3.44 -0.160
C 6.71 -0.38 2.44 -0.081
C 2.89 -2.73 3.29 -0.028
C 0.62 4.28 -0.62 -0.223
C 3.75 -1.72 2.56 -0.259
H -1.50 2.81 -1.87 0.075
H -3.92 1.97 -2.59 0.119
H 5.66 -2.54 3.24 0.128
H -2.30 3.54 -4.05 0.075
H 0.46 1.88 1.46 0.048
H 2.34 -0.94 1.21 0.039
H 0.64 4.32 -1.71 0.134
H -2.41 -0.10 -1.26 0.102
H -1.50 -0.15 -2.69 0.139
H 3.14 -2.54 4.34 0.088
H -2.25 -1.43 -2.14 0.070
H 0.35 2.06 -0.50 0.128
H -5.80 -0.55 -2.75 0.085
H 3.05 -2.31 0.65 0.061
H 3.86 4.90 -0.35 0.088
H 6.02 0.01 3.18 0.080
H -4.64 1.38 -4.01 0.118
H 3.62 -0.76 3.05 0.142
H 0.71 3.47 1.75 0.145
H 3.01 5.71 -1.52 0.089
H 3.10 -3.79 3.14 0.097
H -0.73 2.79 1.95 0.160
H -5.13 -0.01 -1.23 0.087
H 1.83 -2.50 3.32 0.092
H -3.70 -0.97 -3.68 0.146
H 3.76 -0.87 0.52 0.140
H -1.83 2.78 -5.67 0.094
H -4.82 -1.71 -1.83 0.078
H 5.25 -3.09 1.64 0.132
H 3.23 3.95 -1.68 0.095
H 0.10 5.23 -0.56 0.141
H -2.05 3.81 -0.48 0.088
H -3.47 3.16 -5.24 0.084
H 7.07 0.49 1.87 0.094
H -2.06 2.12 -0.33 0.071
H 7.42 -0.97 3.02 0.092

=====

Entry 4:
6
Properties=species:S:1:pos:R:3:nbo_charge:R:1 method="wB97M-V/def2-TZVPD" homo_energy_ev=-10.2 smiles=[O-][N+]#CF.Br lumo_energy_ev=-0.5 molar_mass_g_mol=141.93 relative_energy_kj_mol=131.9
Br 3.10 -0.68 0.40 -0.191
F -1.66 1.82 0.64 -0.250
O -1.23 -1.50 -0.56 -0.356
N -1.32 -0.39 -0.14 0.126
C -1.83 0.57 0.33 0.480
H 2.94 0.17 -0.67 0.191

=====

Entry 5:
54
Properties=species:S:1:pos:R:3:nbo_charge:R:1 method="wB97M-V/def2-TZVPD" homo_energy_ev=-3.0 charge=-1 lumo_energy_ev=2.8 molar_mass_g_mol=400.99
Sb -2.95 1.37 -0.93 1.011
O -0.11 2.60 -0.49 -0.584
O 4.24 -0.93 0.06 -0.543
O 2.84 2.06 -0.72 -0.546
O -3.49 2.96 1.77 -0.993
N 0.61 -3.80 -2.04 -0.852
C 0.89 3.54 -0.76 -0.074
C 3.37 -0.26 -0.83 -0.085
C -1.40 -0.23 -0.85 -0.809
C 2.50 0.80 -0.16 -0.110
C 0.13 -2.97 -0.91 -0.210
C 3.57 -1.80 0.96 -0.066
C -1.41 3.03 -0.94 -0.454
C -2.91 0.61 2.49 -0.847
C 4.39 -1.93 2.25 -0.633
C -1.39 -2.82 -0.92 -0.409
C 2.19 3.15 -0.09 -0.079
C -1.87 -1.51 -1.56 -0.418
C -3.13 -0.86 2.11 -0.604
B -3.13 1.68 1.33 0.736
H 5.08 -1.10 2.30 0.223
H -2.19 -1.36 1.92 0.200
H -1.05 -0.44 0.17 0.184
H 1.53 -4.17 -1.83 0.346
H 0.57 -1.97 -0.96 0.174
H 3.47 -2.78 0.49 0.160
H 3.75 -1.90 3.13 0.208
H 2.57 -1.43 1.18 0.172
H 1.44 0.61 -0.30 0.209
H -4.20 2.65 -1.15 -0.279
H 2.87 3.99 -0.12 0.174
H -0.56 0.19 -1.40 0.202
H -1.79 -2.88 0.10 0.193
H 0.46 -3.45 0.01 0.174
H -3.61 -1.40 2.94 0.188
H 2.00 2.90 0.96 0.169
H -1.77 3.80 -0.25 0.161
H 4.97 -2.85 2.25 0.201
H -1.89 0.76 2.87 0.233
H -3.77 -0.96 1.24 0.222
H -2.83 1.21 -2.71 -0.291
H 2.74 0.81 0.91 0.161
H 4.00 0.24 -1.56 0.204
H 2.75 -0.98 -1.37 0.164
H -3.57 0.90 3.32 0.199
H 1.06 3.63 -1.84 0.163
H -4.43 3.09 1.79 0.497
H -4.26 0.13 -0.94 -0.299
H -1.51 -1.50 -2.59 0.184
H -1.79 -3.66 -1.50 0.202
H -1.33 3.47 -1.94 0.154
H -2.96 -1.54 -1.62 0.210
H 0.72 -3.22 -2.86 0.349
H 0.59 4.53 -0.39 0.157

=====

Entry 6:
10
Properties=species:S:1:pos:R:3:nbo_charge:R:1 method="wB97M-V/def2-TZVPD" homo_energy_ev=-9.1 lumo_energy_ev=0.2 molar_mass_g_mol=205.94 relative_energy_kj_mol=153.5
I -3.96 3.41 -0.89 -0.094
P 1.32 0.88 -0.98 0.970
F 0.29 -0.13 -1.77 -0.596
C 0.67 -1.31 0.67 -0.656
C 1.54 -0.12 0.39 -0.607
H -3.70 1.89 -0.65 0.094
H 2.30 0.07 1.03 0.207
H 1.20 -2.10 0.07 0.238
H 0.61 -1.50 1.82 0.220
H -0.27 -1.08 0.30 0.224

=====

Entry 7:
51
Properties=species:S:1:pos:R:3:nbo_charge:R:1 method="wB97M-V/def2-TZVPD" homo_energy_ev=-1.6 charge=-2 lumo_energy_ev=4.2 molar_mass_g_mol=865.40 relative_energy_kj_mol=155.9
Sb -2.31 -5.32 2.89 0.689
Pd 0.30 -0.25 1.64 0.466
Se -0.24 -5.88 3.97 -0.832
Se -1.65 -1.55 2.18 -0.326
Se -1.94 0.62 1.46 -0.344
Se -2.61 -6.63 0.90 -0.849
P -1.00 3.02 -0.50 0.882
N 1.96 1.35 1.43 -0.528
N 2.12 -1.39 2.14 -0.488
C 3.36 -5.35 -0.14 -0.245
C 2.18 -3.77 1.27 -0.050
C -0.58 1.82 -1.81 -0.973
C -4.86 3.05 -2.04 -0.232
C -0.26 4.56 -1.23 -0.938
C -3.52 2.72 -1.82 -0.157
C 1.02 -4.02 0.54 -0.194
C 2.59 0.42 0.64 -0.026
C 2.16 -2.83 2.44 -0.263
C -2.75 3.41 -0.89 -0.320
C 1.02 -4.93 -0.50 -0.185
C 2.58 -0.97 1.01 0.109
C 2.89 2.37 -0.38 -0.366
C -4.69 4.78 -0.39 -0.222
C 3.35 -4.44 0.91 -0.175
C -3.37 4.44 -0.17 -0.206
C 3.16 1.00 -0.49 -0.308
C -5.44 4.09 -1.33 -0.236
C 2.19 -5.60 -0.85 -0.229
C 2.13 2.52 0.78 -0.072
H -0.78 2.19 -2.82 0.199
H 2.18 -6.32 -1.66 0.197
H -6.48 4.34 -1.49 0.198
H 1.31 -3.06 3.08 0.242
H 3.06 -2.99 3.05 0.188
H -3.09 1.90 -2.38 0.208
H 3.19 3.15 -1.06 0.194
H 1.72 3.44 1.19 0.185
H 2.97 -1.68 0.27 0.181
H 0.49 1.60 -1.71 0.262
H 4.26 -4.26 1.48 0.189
H -5.44 2.49 -2.76 0.201
H -0.42 5.40 -0.56 0.217
H 3.70 0.48 -1.28 0.200
H 0.82 4.40 -1.33 0.234
H -0.68 4.79 -2.21 0.204
H 0.09 -5.15 -1.01 0.225
H -2.80 4.96 0.59 0.207
H 0.10 -3.52 0.81 0.240
H -5.14 5.58 0.19 0.198
H 4.27 -5.87 -0.40 0.192
H -1.12 0.89 -1.63 0.259

=====

Entry 8:
41
Properties=species:S:1:pos:R:3:nbo_charge:R:1 method="wB97M-V/def2-TZVPD" homo_energy_ev="-10.9 / -10.9" charge=+1 lumo_energy_ev="-4.9 / -4.9" molar_mass_g_mol=519.63
Ir -0.38 0.33 -0.45 0.709
S -1.66 0.24 -2.35 -0.084
O 1.36 0.04 -1.45 -0.605
O -1.95 0.66 0.80 -0.572
N -3.59 -1.43 -1.62 -0.456
N 2.20 0.24 0.66 -0.374
N 0.91 0.29 0.97 -0.260
C 0.63 0.25 2.33 0.323
C 6.09 -0.16 -0.91 -0.213
C -5.77 -0.97 -0.91 -0.251
C 1.77 0.10 3.28 -0.669
C 3.90 0.14 -2.60 -0.179
C -0.65 0.37 2.79 -0.359
C -4.25 0.81 -1.48 -0.243
C 6.27 -0.08 -2.28 -0.167
C 2.36 0.12 -0.67 0.585
C -4.79 -1.87 -1.20 0.075
C 4.82 -0.09 -0.37 -0.176
C 3.72 0.06 -1.22 -0.088
C -5.49 0.39 -1.06 -0.091
C -1.87 0.57 2.04 0.561
C -3.13 0.73 2.83 -0.694
C 5.18 0.07 -3.13 -0.210
C -3.26 -0.13 -1.77 0.126
H -6.26 1.12 -0.84 0.246
H 6.95 -0.27 -0.25 0.224
H -3.99 0.80 2.16 0.235
H -4.91 -2.94 -1.13 0.243
H 3.04 0.26 -3.24 0.233
H -2.85 -2.09 -1.84 0.450
H 7.27 -0.13 -2.70 0.224
H -0.78 0.34 3.86 0.236
H -6.74 -1.32 -0.58 0.255
H 2.30 -0.83 3.07 0.257
H -4.02 1.86 -1.60 0.260
H 1.42 0.09 4.30 0.230
H 4.66 -0.15 0.70 0.231
H 2.49 0.91 3.13 0.262
H 5.33 0.14 -4.20 0.225
H -3.26 -0.12 3.51 0.248
H -3.08 1.63 3.44 0.256

=====

Entry 9:
19
Properties=species:S:1:pos:R:3:nbo_charge:R:1 method="wB97M-V/def2-TZVPD" homo_energy_ev=-9.2 smiles="NC(N)=O.C=CCN" lumo_energy_ev=0.8 molar_mass_g_mol=117.15 relative_energy_kj_mol=78.6
O -1.02 1.64 0.47 -0.645
N 0.89 1.40 1.68 -0.848
N 0.82 2.83 -0.15 -0.850
N -1.20 -2.16 -2.11 -0.824
C 0.70 -2.54 0.79 -0.409
C -0.20 -1.47 -1.28 -0.263
C -0.28 -1.93 0.14 -0.162
C 0.14 1.94 0.66 0.777
H 0.21 3.38 -0.73 0.399
H 0.79 -1.71 -1.67 0.183
H 0.59 -2.85 1.82 0.197
H -1.17 -1.80 -3.05 0.354
H -1.22 -1.71 0.65 0.197
H 1.56 3.36 0.29 0.383
H -0.30 -0.38 -1.30 0.187
H 1.63 -2.75 0.28 0.190
H 0.47 0.58 2.08 0.403
H 1.88 1.29 1.51 0.382
H -2.13 -1.94 -1.76 0.349

=====

Entry 10:
19
Properties=species:S:1:pos:R:3:nbo_charge:R:1 method="wB97M-V/def2-TZVPD" homo_energy_ev=-13.4 smiles="CC[C@@H](C=S)/[NH+]=C/N" charge=+1 lumo_energy_ev=-4.4 molar_mass_g_mol=131.22 relative_energy_kj_mol=179.9
S -0.15 -2.85 0.54 0.251
N -0.67 0.09 0.56 -0.523
N -2.59 -0.67 1.78 -0.723
C 1.50 0.67 -0.43 -0.398
C -1.74 -0.70 0.76 0.382
C 1.38 2.01 -1.18 -0.653
C 0.67 -1.86 -0.31 -0.283
C 0.29 -0.30 -0.48 -0.128
H -2.11 -1.22 -0.10 0.219
H 0.55 2.70 -1.09 0.235
H 1.33 1.88 -2.27 0.226
H -3.45 -1.06 1.52 0.415
H 2.25 2.68 -0.99 0.248
H -0.16 -0.01 -1.40 0.244
H -2.45 -0.55 2.73 0.425
H 1.48 -2.05 -0.92 0.214
H 2.38 0.04 -0.80 0.233
H -0.27 0.47 1.43 0.409
H 1.77 0.70 0.67 0.207

=====

Entry 11:
83
Properties=species:S:1:pos:R:3:lowdin_charge:R:1 method="wB97M-V/def2-TZVPD" homo_energy_ev=-16.1 charge=+3 lumo_energy_ev=-9.4 molar_mass_g_mol=799.38 relative_energy_kj_mol=176.9
As -10.41 -14.42 14.75 1.285
As -10.72 -11.22 15.65 1.295
Ga -11.56 -12.47 13.56 0.352
S -14.35 -12.37 11.62 1.235
O -13.24 -12.20 12.86 -0.549
N -10.57 -11.87 11.97 0.180
C -12.14 -10.20 18.08 -0.084
C -8.02 -10.40 15.99 -0.104
C -14.65 -9.95 16.79 -0.043
C -8.47 -14.68 14.47 -0.363
C -7.86 -13.61 13.78 -0.122
C -13.49 -10.29 16.07 -0.111
C -14.99 -9.77 11.06 -0.029
C -7.23 -8.09 15.73 -0.020
C -11.11 -16.20 14.86 -0.416
C -6.44 -13.54 13.82 -0.056
C -9.35 -9.96 16.12 -0.386
C -7.71 -15.63 15.10 -0.079
C -14.97 -14.59 13.05 -0.063
C -10.98 -18.54 14.21 -0.052
C -17.62 -14.78 12.09 -0.028
C -12.20 -10.40 16.71 -0.366
C -8.61 -7.67 16.00 -0.039
C -9.61 -8.55 16.32 -0.083
C -5.67 -14.50 14.48 -0.049
C -15.66 -8.52 11.35 -0.010
C -10.00 -12.62 16.95 -0.362
C -17.19 -15.68 13.05 -0.022
C -14.55 -9.72 18.20 -0.030
C -6.92 -9.44 15.84 -0.044
C -15.17 -10.86 11.93 -0.432
C -15.80 -10.70 13.14 -0.087
C -16.24 -9.43 13.47 -0.050
C -12.11 -17.94 16.25 -0.038
C -13.32 -9.82 18.78 -0.041
C -9.94 -11.46 11.08 -0.125
C -15.51 -13.60 12.19 -0.394
C -16.84 -13.67 11.77 -0.050
C -10.55 -13.96 16.70 -0.373
C -6.30 -15.53 15.13 -0.027
C -15.86 -15.59 13.46 -0.060
C -11.69 -18.92 15.34 -0.042
C -16.28 -8.38 12.58 -0.026
C -11.95 -16.58 15.89 -0.120
C -10.59 -17.21 13.98 -0.079
C -9.22 -10.92 10.07 0.015
H -16.72 -7.45 12.88 0.127
H -15.71 -7.74 10.57 0.133
H -10.61 -8.22 16.55 0.099
H -9.23 -11.65 9.27 0.131
H -12.04 -19.97 15.55 0.145
H -10.73 -19.33 13.54 0.111
H -8.27 -10.49 10.46 0.145
H -14.41 -9.86 10.17 0.105
H -15.86 -11.55 13.83 0.133
H -13.54 -10.49 14.96 0.073
H -12.55 -15.76 16.37 0.114
H -17.29 -12.85 11.23 0.125
H -10.11 -14.63 17.47 0.127
H -10.03 -16.91 13.11 0.101
H -5.96 -12.65 13.46 0.108
H -10.28 -12.21 17.93 0.095
H -15.62 -9.86 16.27 0.095
H -11.22 -10.16 18.60 0.102
H -15.35 -9.24 18.73 0.119
H -4.56 -14.45 14.55 0.139
H -9.75 -9.99 9.70 0.158
H -17.82 -16.44 13.57 0.144
H -15.56 -16.32 14.22 0.118
H -13.99 -14.50 13.48 0.074
H -12.47 -18.18 17.22 0.110
H -5.75 -16.21 15.82 0.137
H -5.90 -9.84 15.84 0.113
H -8.90 -12.54 16.90 0.070
H -18.58 -14.82 11.63 0.123
H -6.47 -7.36 15.49 0.113
H -16.55 -9.32 14.50 0.103
H -13.23 -9.79 19.82 0.101
H -7.77 -11.45 15.77 0.073
H -8.86 -6.65 15.77 0.112
H -11.62 -13.94 16.80 0.057
H -8.25 -16.43 15.58 0.114
H -8.50 -12.84 13.38 0.045

=====

Entry 12:
15
Properties=species:S:1:pos:R:3:nbo_charge:R:1 method="wB97M-V/def2-TZVPD" homo_energy_ev=-14.3 charge=+1 lumo_energy_ev=-5.2 molar_mass_g_mol=90.12 relative_energy_kj_mol=320.7
F -0.97 -2.07 -0.51 -0.327
N 0.13 0.33 0.18 -0.373
C -0.67 1.23 -0.08 0.145
C 0.60 0.13 1.41 -0.451
C -2.00 -1.55 0.11 0.237
C -2.07 -0.87 1.27 -0.530
H -1.26 -0.63 1.93 0.199
H 0.50 -0.91 1.60 0.246
H -0.04 0.77 2.04 0.228
H 0.29 -0.37 -0.58 0.461
H -1.03 1.66 -0.97 0.245
H -3.01 -0.39 1.52 0.247
H -0.91 1.92 0.66 0.202
H -2.91 -1.82 -0.41 0.194
H 1.65 0.40 1.69 0.278

=====

Entry 13:
70
Properties=species:S:1:pos:R:3:lowdin_charge:R:1 method="wB97M-V/def2-TZVPD" homo_energy_ev="-16.2 / -16.2" multiplicity=6 charge=+3 s2=8.8929 lumo_energy_ev="-9.4 / -9.0" molar_mass_g_mol=674.83
Sm 0.09 1.92 0.03 1.349
Br 3.10 3.75 3.49 0.886
S -1.57 0.23 -1.93 0.834
P 2.74 1.28 -0.68 0.682
P 0.60 -1.68 1.50 0.774
P -3.46 -1.51 0.51 0.885
N -0.26 1.73 2.29 -0.116
C 1.43 2.84 3.59 -0.611
C 3.33 2.62 -1.76 -0.258
C 2.23 -1.45 2.31 -0.286
C -3.03 -3.14 -0.11 -0.179
C -3.43 -1.31 2.29 -0.187
C 0.18 -1.36 -5.19 -0.040
C -1.90 2.78 -0.40 -0.390
C 0.96 -0.31 -5.72 -0.035
C -0.18 -2.61 2.89 -0.299
C -0.72 1.14 3.42 -0.098
C 3.95 1.18 0.66 -0.254
C -0.70 0.12 -3.49 -0.535
C 2.91 -0.24 -1.68 -0.235
C 1.03 -3.17 0.50 -0.274
C -0.71 -1.13 -4.14 -0.100
C 0.96 2.25 4.75 -0.022
C 0.72 2.70 2.40 -0.255
C 0.88 0.95 -5.12 -0.061
C 0.05 1.18 -4.03 -0.118
C -4.88 -0.71 -0.25 -0.184
C -2.00 2.11 -1.77 -0.490
C -0.16 1.40 4.66 0.022
H 2.26 -0.44 2.74 0.023
H 3.31 3.57 -1.20 0.058
H -0.01 2.19 -3.61 0.087
H -4.35 -1.72 2.73 0.090
H -1.45 2.67 -2.54 0.064
H -5.77 -1.33 -0.14 0.081
H -5.03 0.27 0.22 0.076
H 4.97 1.11 0.27 0.083
H 3.03 -1.56 1.57 0.037
H 3.30 -1.08 -1.07 0.051
H -2.49 -3.72 0.65 0.062
H 1.91 -0.52 -2.06 0.029
H 3.74 0.30 1.28 0.009
H 0.97 3.34 1.52 0.079
H -2.78 2.55 0.19 0.057
H 1.59 -0.50 -6.59 0.127
H -3.93 -3.67 -0.44 0.080
H 2.63 2.71 -2.62 0.041
H 4.34 2.39 -2.13 0.077
H -4.68 -0.53 -1.32 0.063
H 1.45 2.45 5.69 0.141
H 2.37 -2.19 3.11 0.060
H -0.57 0.92 5.54 0.138
H -2.40 -0.78 -0.05 -0.082
H 0.24 -2.36 -5.63 0.124
H -1.57 0.46 3.30 0.095
H 1.49 1.77 -5.51 0.122
H -2.57 -1.81 2.74 0.022
H 3.58 -0.06 -2.53 0.070
H -0.56 -1.90 3.64 0.028
H 0.58 -3.25 3.36 0.062
H -3.04 2.00 -2.11 0.087
H -2.35 -3.02 -0.97 0.060
H 1.41 -3.96 1.16 0.069
H -1.39 -1.91 -3.77 0.107
H -1.00 -3.24 2.53 0.031
H 0.13 -3.51 -0.03 0.028
H -3.37 -0.24 2.54 0.055
H 1.78 -2.90 -0.25 0.033
H -1.77 3.86 -0.55 0.076
H 3.84 2.06 1.31 -0.006

=====

Entry 14:
38
Properties=species:S:1:pos:R:3:nbo_charge:R:1 method="wB97M-V/def2-TZVPD" homo_energy_ev=-10.3 charge=+1 lumo_energy_ev=-4.5 molar_mass_g_mol=255.34 relative_energy_kj_mol=237.9
O 1.45 -0.94 1.12 -0.708
N 0.47 1.07 2.91 -0.235
N -0.74 0.27 -1.71 -0.249
C -1.81 -1.06 -3.49 -0.162
C 1.40 1.24 1.89 -0.335
C -0.76 -3.03 -4.35 -0.168
C 0.31 -1.77 -2.62 -0.206
C -0.75 -0.85 -2.61 0.053
C 0.22 2.13 3.75 0.038
C -0.32 1.58 -2.22 -0.434
C 2.91 0.58 0.06 -0.691
C -0.98 0.16 -0.39 0.164
C -0.63 2.01 4.81 -0.218
C -1.27 0.81 5.03 -0.174
C 0.31 -2.84 -3.49 -0.179
C -1.82 -2.14 -4.35 -0.207
C -0.18 -0.12 3.14 -0.012
C 1.86 0.23 1.05 0.450
C -1.05 -0.26 4.19 -0.203
H 0.02 1.50 -3.26 0.251
H 2.78 1.60 -0.31 0.206
H 2.86 -0.10 -0.79 0.221
H 1.14 -3.53 -3.49 0.238
H -1.15 2.28 -2.16 0.238
H -0.80 2.85 5.48 0.246
H -2.64 -0.37 -3.47 0.219
H -0.84 1.00 0.26 0.227
H -1.94 0.70 5.87 0.234
H 0.51 1.96 -1.62 0.241
H -1.54 -1.21 4.36 0.242
H -2.65 -2.30 -5.02 0.237
H -0.75 -3.87 -5.03 0.235
H 3.90 0.50 0.51 0.250
H 1.12 -1.62 -1.93 0.240
H 0.74 3.06 3.57 0.227
H 0.03 -0.94 2.48 0.278
H 1.82 2.22 1.78 0.207
H -1.24 -0.79 0.03 0.238